1.
The following is a DFT calculation (wB97M-V/def2-TZVPD) of C4H3N3 in the gas phase in a non-equilibrium geometry.

Geometry as XYZ:
```
10
Properties=species:S:1:pos:R:3:lowdin_charge:R:1
C -1.982 0.254 1.567 0.139
C -1.125 0.128 0.752 -0.074
C 0.076 0.101 0.012 -0.321
C 1.400 -0.104 0.336 -0.039
N 2.091 -0.365 -0.889 0.023
N 1.162 -0.307 -1.812 -0.035
N -0.004 -0.003 -1.294 0.038
H -2.874 0.463 2.086 0.028
H 1.944 -0.348 1.212 0.091
H -0.687 0.182 -1.970 0.150
```

Properties
- spin multiplicity = 1
- net charge = 0
- Kohn-Sham gap (eV) = 10.35
- SMILES string = C#Cc1cnn[nH]1
- maximum force (eV/Å) = 3.50
- E (eV) = -8663.417
- highest occupied orbital energy (eV) = -9.5
- LUMO level (eV) = 0.81
- relative energy (zero: lowest compared OMol25 entry of this formula, charge and spin) (eV) = 2.994

2.
The following is a DFT calculation (wB97M-V/def2-TZVPD) of 2 unconnected molecules or ions with the total composition C2H6ClN3 in a non-equilibrium geometry.

Geometry as XYZ:
```
12
Properties=species:S:1:pos:R:3:lowdin_charge:R:1
C -0.486 -1.202 0.050 -0.034
C 0.707 0.920 0.031 -0.021
N -1.573 -1.863 -0.024 0.278
N 0.876 2.183 0.018 0.274
N -0.436 0.194 -0.024 0.123
Cl 3.527 -0.463 0.275 0.224
H 0.477 -1.736 0.014 0.175
H -1.484 -2.886 -0.092 0.193
H -2.378 -1.321 -0.423 0.201
H 0.219 2.896 -0.047 0.141
H 1.885 2.489 0.223 0.209
H -1.335 0.790 -0.001 0.237
```

Properties
- spin multiplicity = 1
- net charge = +2
- Kohn-Sham gap (alpha / beta) (eV) = 8.03 / 7.90
- maximum force (eV/Å) = 4.67
- E (eV) = -19141.465
- highest occupied orbital energy (alpha / beta) (eV) = -19.7 / -19.2
- LUMO level (alpha / beta) (eV) = -11.72 / -11.31
- relative energy (zero: lowest compared OMol25 entry of this formula, charge and spin) (eV) = 3.886

3.
The following is a DFT calculation (wB97M-V/def2-TZVPD) of a molecular structure, C19H11AuF9I2N5O2 in a non-equilibrium geometry.

Geometry as XYZ:
```
49
Properties=species:S:1:pos:R:3:lowdin_charge:R:1
Au -0.977 -0.230 0.623 1.314
I 0.355 1.419 -6.536 0.886
C -0.485 0.802 -4.723 -0.740
C -1.037 -0.446 -4.605 -0.208
C -1.569 -0.871 -3.393 -0.663
I -2.382 -2.737 -3.103 1.048
C -1.582 -0.032 -2.286 -0.468
O -2.130 -0.457 -1.163 -0.230
C -1.003 1.256 -2.425 -0.156
C -0.967 2.158 -1.225 -0.134
N -0.187 1.544 -0.171 -0.154
C 0.107 2.444 0.922 -0.129
C 0.708 1.639 2.017 -0.264
C 1.925 1.960 2.607 0.015
C 2.442 1.104 3.564 -0.017
C 1.740 -0.042 3.893 -0.016
C 0.538 -0.294 3.251 -0.101
N 0.033 0.538 2.371 -0.001
C -0.462 1.652 -3.638 -0.122
H -1.042 -1.110 -5.457 0.091
H -1.973 2.362 -0.830 0.140
H -0.505 3.120 -1.510 0.141
H 0.721 1.144 -0.525 0.110
H -0.840 2.891 1.252 0.146
H 0.778 3.251 0.594 0.148
H 2.461 2.841 2.298 0.124
H 3.393 1.314 4.022 0.121
H 2.120 -0.746 4.608 0.115
H -0.037 -1.189 3.431 0.110
H -0.002 2.625 -3.747 0.101
N -1.613 -1.968 1.463 -0.001
C -1.769 -3.039 0.991 -0.308
N -1.866 -4.262 0.714 0.123
C -2.782 -4.760 -0.041 -0.438
N -3.556 -5.306 -0.692 0.123
F 2.723 1.477 -1.408 0.129
C 3.462 0.383 -1.090 -0.500
F 4.208 0.066 -2.170 0.163
F 4.308 0.771 -0.098 0.146
C 2.520 -0.746 -0.612 -0.363
O 1.590 -0.252 0.204 -0.168
C 3.393 -1.820 0.110 -0.481
F 4.545 -2.112 -0.551 0.147
F 3.737 -1.401 1.360 0.131
F 2.704 -2.986 0.255 0.147
C 1.847 -1.392 -1.858 -0.490
F 2.685 -2.127 -2.631 0.161
F 0.821 -2.179 -1.484 0.128
F 1.321 -0.413 -2.641 0.143
```

Properties
- spin multiplicity = 1
- net charge = 0
- Kohn-Sham gap (alpha / beta) (eV) = 5.55 / 5.55
- maximum force (eV/Å) = 2.77
- E (eV) = -75776.127
- highest occupied orbital energy (alpha / beta) (eV) = -8.5 / -8.5
- LUMO level (alpha / beta) (eV) = -2.93 / -2.93

4.
The following is a DFT calculation (wB97M-V/def2-TZVPD) of C7H10ClNO3S in the gas phase in a non-equilibrium geometry.

Geometry as XYZ:
```
23
Properties=species:S:1:pos:R:3:lowdin_charge:R:1
C -0.963 -0.730 0.454 0.144
C 0.693 1.695 0.579 -0.125
C -1.486 0.476 0.501 -0.363
C -0.631 1.661 0.419 -0.636
C 1.554 0.510 0.892 -0.157
C 1.078 -0.729 0.200 -0.458
C -2.967 0.689 0.631 -0.088
N 1.597 -1.948 0.616 0.066
O 0.409 0.522 -2.178 -0.267
O 2.560 -0.651 -1.983 -0.281
O 0.436 -1.944 -2.025 -0.176
S 1.178 -0.541 -1.602 0.652
Cl -1.438 3.154 0.098 0.725
H -1.365 -1.715 0.497 0.082
H 1.202 2.645 0.510 0.109
H 2.582 0.720 0.578 0.127
H 1.560 0.332 1.975 0.140
H -3.343 1.165 -0.274 0.073
H -3.178 1.350 1.469 0.077
H -3.482 -0.255 0.777 0.080
H 1.396 -2.675 -0.060 0.084
H 0.014 -1.816 -2.877 0.085
H 2.595 -1.914 0.802 0.106
```

Properties
- spin multiplicity = 1
- net charge = 0
- Kohn-Sham gap (eV) = 9.36
- maximum force (eV/Å) = 4.82
- E (eV) = -38408.857
- highest occupied orbital energy (eV) = -8.8
- LUMO level (eV) = 0.52
- relative energy (zero: lowest compared OMol25 entry of this formula, charge and spin) (eV) = 1.040

5.
The following is a DFT calculation (wB97M-V/def2-TZVPD) of a molecular structure, C16H22N5O5SW.

Geometry as XYZ:
```
50
Properties=species:S:1:pos:R:3:mulliken_spin:R:1
W -0.233 0.538 0.577 1.743
O 1.378 -0.840 1.451 0.016
C 0.944 -1.592 2.615 0.000
C -0.504 -1.965 2.378 0.012
N -1.314 -0.756 2.081 0.017
C -1.503 0.073 3.303 0.016
C -0.317 1.008 3.509 0.011
O 0.076 1.334 4.594 0.012
O 0.190 1.423 2.362 0.033
C -2.636 -1.081 1.496 0.000
C -3.151 0.179 0.800 0.010
O -4.311 0.466 0.750 0.025
O -2.173 0.927 0.294 0.034
H 2.215 -0.390 1.639 0.007
H 1.082 -0.994 3.516 0.000
H 1.552 -2.492 2.691 -0.002
H -0.902 -2.480 3.256 -0.002
H -0.571 -2.626 1.516 -0.005
H -1.668 -0.551 4.181 0.000
H -2.385 0.700 3.162 -0.006
H -3.346 -1.407 2.256 0.000
H -2.516 -1.873 0.757 0.002
C 1.527 -4.548 -3.296 -0.001
C 1.140 -3.862 -1.998 0.001
N 1.765 -2.549 -1.904 -0.005
C 1.216 -1.412 -1.463 0.015
S -0.480 -1.386 -0.972 0.009
N 1.954 -0.336 -1.430 0.001
N 1.269 0.763 -0.948 -0.053
C 1.019 1.711 -1.798 0.004
C 1.342 1.612 -3.243 -0.001
C 0.320 2.860 -1.216 0.056
C 0.216 4.103 -1.811 -0.003
C -0.387 5.130 -1.099 0.023
C -0.872 4.880 0.173 -0.004
C -0.765 3.605 0.695 0.039
N -0.184 2.617 0.014 -0.030
H 1.064 -5.532 -3.352 0.000
H 2.608 -4.687 -3.360 0.000
H 1.202 -3.963 -4.156 0.000
H 1.437 -4.475 -1.142 -0.001
H 0.062 -3.729 -1.946 0.001
H 2.726 -2.466 -2.205 0.000
H 0.826 0.736 -3.643 0.006
H 2.408 1.434 -3.387 0.006
H 1.031 2.490 -3.797 0.000
H 0.610 4.274 -2.801 0.002
H -0.471 6.117 -1.533 0.000
H -1.341 5.657 0.759 0.001
H -1.148 3.351 1.672 0.011
```

Properties
- spin multiplicity = 3
- net charge = +1
- Kohn-Sham gap (alpha / beta) (eV) = 7.00 / 7.36
- maximum force (eV/Å) = 0.99
- E (eV) = -47294.528
- highest occupied orbital energy (alpha / beta) (eV) = -10.8 / -11.8
- LUMO level (alpha / beta) (eV) = -3.80 / -4.44
- relative energy (zero: lowest compared OMol25 entry of this formula, charge and spin) (eV) = 0.016

6.
The following is a DFT calculation (wB97M-V/def2-TZVPD) of 8 unconnected molecules or ions with the total composition C28H51Br2FN3O13P in a non-equilibrium geometry.

Geometry as XYZ:
```
99
Properties=species:S:1:pos:R:3:lowdin_charge:R:1
C 5.926 -1.071 0.562 0.086
C 4.603 -1.234 0.451 -0.079
C 3.934 -2.272 1.271 -0.505
O 4.515 -3.109 1.896 0.143
O 2.582 -2.134 1.374 -0.044
C 1.870 -2.450 0.148 -0.160
C 1.050 -3.734 0.348 -0.152
C -0.441 -3.649 0.026 -0.199
C -1.191 -2.522 0.757 -0.183
C -2.615 -2.913 1.203 -0.180
C -3.785 -2.254 0.453 -0.183
C -3.750 -0.751 0.390 -0.126
C -3.766 0.006 1.593 -0.178
P -4.057 -0.830 3.204 0.793
N -4.881 -2.162 3.206 -0.278
C -3.613 1.412 1.581 -0.126
C -3.578 2.275 2.834 -0.047
C -4.946 2.747 3.255 -0.457
O -5.502 2.455 4.246 0.166
F -5.530 3.569 2.350 0.113
C -3.485 2.020 0.346 -0.032
C -3.532 1.297 -0.838 -0.018
C -3.673 -0.082 -0.860 -0.162
C -3.694 -0.737 -2.227 -0.671
Br -5.392 -1.655 -2.543 0.809
C -2.500 -1.636 -2.571 -0.699
C -2.577 -2.256 -3.974 -0.146
Br -0.908 -0.477 -2.460 0.786
C -3.316 2.277 -1.961 -0.335
O -3.534 2.154 -3.131 0.113
N -2.827 3.463 -1.374 0.048
C -1.515 3.972 -1.775 -0.121
C -0.380 3.384 -0.938 -0.158
C 0.861 4.312 -0.941 -0.151
C 2.203 3.603 -1.158 -0.182
N 2.848 4.064 -2.397 0.051
C 3.855 3.278 -2.911 -0.551
C 4.013 3.301 -4.410 -0.002
O 4.566 2.618 -2.186 0.058
C -3.205 3.439 0.001 -0.357
O -3.342 4.420 0.662 0.159
H 6.393 -0.147 0.237 0.082
H 6.549 -1.883 0.916 0.054
H 4.020 -0.616 -0.226 0.109
H 2.606 -2.615 -0.646 0.128
H 1.261 -1.594 -0.153 0.087
H 1.482 -4.526 -0.272 0.114
H 1.181 -4.045 1.388 0.126
H -0.593 -3.587 -1.059 0.104
H -0.868 -4.605 0.342 0.079
H -1.194 -1.622 0.134 0.061
H -0.616 -2.264 1.654 0.118
H -2.710 -2.764 2.281 0.058
H -2.765 -3.987 1.050 0.110
H -3.805 -2.660 -0.555 0.060
H -4.708 -2.587 0.936 0.102
H -4.638 0.173 3.981 0.009
H -2.743 -0.929 3.708 0.021
H -5.725 -2.076 3.759 -0.023
H -2.957 3.149 2.624 0.129
H -3.148 1.755 3.688 0.112
H -3.706 0.065 -2.964 0.056
H -2.359 -2.412 -1.825 0.054
H -3.442 -1.887 -4.525 0.057
H -1.683 -2.037 -4.556 0.052
H -2.652 -3.342 -3.890 0.082
H -1.521 5.064 -1.762 0.127
H -1.374 3.675 -2.818 0.133
H -0.094 2.404 -1.330 0.084
H -0.674 3.237 0.104 0.116
H 0.733 5.105 -1.686 0.106
H 0.885 4.817 0.027 0.117
H 2.874 3.857 -0.338 0.107
H 2.094 2.514 -1.165 0.102
H 2.191 4.356 -3.109 0.122
H 4.050 4.326 -4.788 0.085
H 3.158 2.798 -4.868 0.086
H 4.930 2.777 -4.667 0.083
O -5.697 1.057 -4.705 -0.081
H -6.426 1.606 -4.400 0.037
H -4.920 1.621 -4.607 0.005
O 8.772 -2.459 1.259 -0.051
H 9.411 -1.850 0.877 0.041
H 9.295 -3.058 1.800 0.044
O 6.731 -1.403 3.775 -0.066
H 6.220 -1.885 3.112 -0.007
H 6.208 -1.469 4.583 0.012
O -1.840 -6.745 0.340 -0.051
H -2.704 -7.053 0.047 0.041
H -1.322 -7.548 0.459 0.041
O 4.015 2.126 1.290 -0.047
H 4.793 2.385 0.782 0.043
H 3.958 1.176 1.142 -0.004
O 1.095 0.591 0.801 -0.053
H 1.624 1.301 0.419 0.004
H 1.744 -0.030 1.153 0.011
O 5.719 0.172 6.125 -0.050
H 5.060 0.772 6.485 0.039
H 6.544 0.668 6.132 0.044
```

Properties
- spin multiplicity = 1
- net charge = 0
- Kohn-Sham gap (eV) = 8.32
- SMILES string = C=CC(=O)OCCCCCCc1c([PH2]=N)c(CC(=O)F)c2c(c1[C@H](Br)[C@@H](C)Br)C(=O)N(CCCCNC(C)=O)C2=O.O.O.O.O.O.O.O
- maximum force (eV/Å) = 1.04
- E (eV) = -213042.273
- highest occupied orbital energy (eV) = -9.0
- LUMO level (eV) = -0.73

net charge of number 5 (C16H22N5O5SW)? +1